Record 1
A 2-piece molecular cluster, C3H7O3S overall at a distorted geometry, computed with ωB97M-V with the def2-TZVPD basis set.

The energy above the lowest of the compared OMol25 structures with the same formula, charge and spin is 0.136 eV. The orbital gap comes out at 7.521 eV.

Geometry as ORCA input:
```
! RIJCOSX wB97M-V def2-TZVPD def2/J DEFGRID3
* xyz -1 1
O 1.21768 0.87556 -1.59828
C 1.01676 0.96002 -0.38001
O 1.29658 1.84874 0.45219
C 0.03455 -0.22588 0.23957
C 0.40006 -0.54954 1.62497
S -0.78242 -1.36910 2.69192
H -0.01786 -1.02834 -0.48727
H -0.88646 0.37378 0.15332
H 0.97287 0.25089 2.10965
H 1.30186 -1.19888 1.64539
H -1.84458 -0.56345 2.58133
H -0.17303 -0.08773 -3.00646
H -1.41408 0.73712 -2.74402
O -1.12194 -0.02320 -3.28232
*
```

What are the natural (NBO) partial charges on each atom? They are as follows, in elementary charge units: -0.7967, 0.8027, -0.7797, -0.5652, -0.5513, -0.0813, 0.2083, 0.1982, 0.2543, 0.2122, 0.1061, 0.5064, 0.4672, -0.9811

***

Record 2
C3H7O3Sn as an isolated structure at a distorted geometry, computed with ωB97M-V with the def2-TZVPD basis set.

The energy above the lowest of the compared OMol25 structures with the same formula, charge and spin is 2.073 eV. The orbital gap (spin up / spin down) comes out at 6.916 / 5.606 eV.

Geometry as ORCA input:
```
! RIJCOSX wB97M-V def2-TZVPD def2/J DEFGRID3
* xyz 0 2
C 0.48700 -2.51340 -0.67168
O -0.75347 -1.91785 -0.80034
H 0.46328 -3.50630 -0.18240
H 0.99425 -2.62239 -1.65021
H 1.22138 -1.77942 -0.04483
O -2.05442 1.42189 -0.55386
C -1.03886 1.96172 0.13399
O -0.22367 0.79881 0.56909
C 1.05421 0.96408 1.01492
Sn -1.49574 -0.37411 -0.45447
H -1.32910 2.46468 1.07715
H -0.36955 2.61674 -0.45733
H 1.85566 0.66506 0.34055
H 1.18905 1.82051 1.67941
*
```

What are the natural (NBO) partial charges on each atom? They are as follows, in elementary charge units: -0.2425, -0.9941, 0.1824, 0.1677, 0.1197, -0.8868, 0.2223, -0.6727, -0.0096, 1.4899, 0.1545, 0.1467, 0.1646, 0.1579

***

Record 3
C3H7O4Tl as an isolated structure at a distorted geometry, computed with ωB97M-V with the def2-TZVPD basis set.

The energy above the lowest of the compared OMol25 structures with the same formula, charge and spin is 2.091 eV. The orbital gap comes out at 3.519 eV.

Geometry as ORCA input:
```
! RIJCOSX wB97M-V def2-TZVPD def2/J DEFGRID3
* xyz 2 1
Tl -15.40677 -18.96549 6.54080
O -17.90337 -18.20658 5.85941
H -18.20299 -17.28868 5.63558
C -19.91075 -21.07691 7.96138
O -19.24300 -20.86681 9.18926
C -17.94315 -20.64518 9.21672
O -17.33502 -20.12194 8.31267
O -17.50242 -21.00927 10.37143
C -16.10138 -21.01469 10.58038
H -19.24659 -21.57978 7.25674
H -20.25150 -20.11783 7.54272
H -20.80539 -21.68974 8.09645
H -15.81048 -21.67392 11.39694
H -15.67402 -20.02908 10.77011
H -15.53757 -21.45760 9.74971
*
```

What are the natural (NBO) partial charges on each atom? They are as follows, in elementary charge units: 1.2183, -0.3761, 0.4910, -0.2687, -0.2939, 1.0125, -0.5439, -0.3739, -0.2958, 0.2127, 0.2561, 0.2789, 0.2627, 0.2220, 0.1980

***

Record 4
A 2-piece molecular cluster, C3H7O5 overall at a distorted geometry, computed with ωB97M-V with the def2-TZVPD basis set.

The energy above the lowest of the compared OMol25 structures with the same formula, charge and spin is 1.171 eV. The orbital gap (spin up / spin down) comes out at 7.307 / 6.105 eV.

Geometry as ORCA input:
```
! RIJCOSX wB97M-V def2-TZVPD def2/J DEFGRID3
* xyz 0 4
O 0.98378 -0.25790 -0.27646
O 0.57255 -1.26777 -0.93848
H 0.35505 -0.13332 0.87978
O 0.08533 -0.01074 1.95295
C 0.81867 0.83330 2.60781
C 0.83001 2.29003 2.35388
C 1.49641 0.42970 3.86353
O 0.70448 1.04488 4.86438
O 1.22078 0.46155 6.12257
H 1.57329 2.76768 2.99843
H 1.07959 2.49912 1.30780
H -0.14401 2.73848 2.57836
H 1.54467 -0.65612 4.00630
H 2.48472 0.90384 3.88742
H 0.66380 0.94790 6.76585
*
```

What are the natural (NBO) partial charges on each atom? They are as follows, in elementary charge units: -0.0315, 0.1120, 0.4541, -0.6884, 0.3072, -0.6900, -0.1538, -0.3016, -0.4841, 0.2229, 0.2000, 0.2182, 0.1973, 0.1729, 0.4648